# 1
{
  "formula": "C14H32Al2BCl2F6LiNO11S",
  "method": "the ωB97M-V functional and the def2-TZVPD basis",
  "gap_ev": 2.5,
  "e_lumo_ev": -7.34,
  "charge": 1,
  "species": ["C", "C", "C", "C", "O", "S", "B", "O", "O", "C", "H", "H", "H", "H", "H", "H", "H", "H", "H", "H", "H", "H", "H", "H", "F", "Al", "C", "O", "O", "O", "C", "Cl", "Cl", "H", "H", "F", "C", "C", "O", "N", "C", "H", "H", "H", "H", "H", "H", "H", "H", "F", "Al", "F", "F", "F", "Li", "O", "H", "H", "C", "C", "C", "O", "C", "O", "O", "H", "H", "H", "H", "H", "H"],
  "coordinates": [[-0.707392, -0.617133, -1.198507], [-1.225774, 0.606934, -0.414939], [-0.176000, 1.725202, -0.229944], [1.142172, 1.205512, 0.280686], [1.018567, 0.778249, 1.707584], [0.542217, -0.729197, 1.709979], [0.563432, -1.272443, 3.546244], [-0.494834, -1.086023, 4.356210], [1.647308, -1.876937, 4.091554], [2.462144, -2.650994, 3.101838], [-1.450413, -0.957801, -1.928893], [0.233393, -0.429377, -1.705681], [-0.532506, -1.475994, -0.548409], [-1.681559, 0.280621, 0.525002], [-2.047259, 1.043648, -0.963600], [-0.598557, 2.470384, 0.429666], [-0.009255, 2.200566, -1.191370], [1.890531, 1.988672, 0.274607], [1.565186, 0.421185, -0.339603], [-0.790652, -0.679375, 1.439706], [-1.314659, -0.905502, 3.877180], [1.808183, -3.186853, 2.427663], [3.064605, -3.366751, 3.643536], [3.113493, -1.975995, 2.569396], [-2.428618, -1.643943, -3.322112], [0.317366, -3.589229, 5.020449], [-0.421381, -4.501455, 1.453519], [-0.055973, -3.335733, 1.719667], [0.256874, -5.538724, 1.688627], [-1.528212, -4.800759, 0.932689], [-0.460619, -8.717996, 0.373228], [-0.978810, -8.018692, -1.160241], [-1.332173, -10.207915, 0.761714], [0.596145, -8.944428, 0.308733], [-0.645167, -7.994398, 1.157225], [-2.485902, 2.842608, -0.291366], [-2.652865, 5.069379, -4.549536], [-2.219763, 4.339056, -3.328145], [-1.836938, 3.223094, -3.292292], [-2.264275, 4.921124, -1.894672], [-2.838731, 6.235283, -1.659449], [-2.620174, 4.371597, -5.378503], [-3.678060, 5.426611, -4.437583], [-1.984104, 5.909317, -4.754141], [-1.312561, 4.786806, -1.546894], [-2.792215, 4.154990, -1.316068], [-2.270049, 7.031525, -2.134195], [-2.895235, 6.417050, -0.589447], [-3.840907, 6.056450, -2.074125], [-5.029964, 1.602702, -2.280402], [-5.640557, 3.096685, -2.574724], [-7.223638, 3.229554, -2.039111], [-5.626001, 3.384325, -4.234022], [-4.619730, 4.306074, -1.840256], [-5.607800, 6.883068, -2.602043], [-7.293422, 3.039075, 0.975483], [-7.440749, 2.799728, 0.050288], [-7.861834, 2.443921, 1.470791], [8.407119, -1.079182, 1.165175], [7.040945, -1.586399, 1.540605], [6.910514, -3.090981, 1.619664], [5.506694, -3.276294, 1.352191], [5.103748, -2.235521, 0.581665], [4.048536, -2.178659, 0.036805], [6.058109, -1.284551, 0.524425], [8.412593, 0.008685, 1.122328], [9.146925, -1.400595, 1.897398], [8.696643, -1.443009, 0.179553], [6.707800, -1.117659, 2.471515], [7.175021, -3.496974, 2.591729], [7.479024, -3.606208, 0.843956]],
  "atomic_forces_ev_per_a": [[0.2, 0.4, 1.1], [0.7, -0.6, -1.2], [-0.2, -1.1, 0.5], [0.3, 1.3, -0.6], [-0.1, 0.2, 0.0], [0.6, -1.4, -0.7], [-0.1, 1.0, -0.2], [-0.3, -0.5, -0.1], [-0.1, -1.0, -0.8], [0.6, 0.0, 0.2], [-0.6, -0.3, -0.8], [0.0, 0.1, -0.4], [0.0, -0.4, -0.1], [-0.3, 0.3, 0.1], [-0.3, 0.2, 0.1], [0.0, 0.2, 0.1], [0.1, 0.0, -0.2], [0.1, 0.2, 0.5], [-0.1, -0.6, 0.3], [0.0, 0.1, 0.4], [-0.2, 0.3, 0.3], [0.0, 0.1, -0.2], [0.1, 0.0, 0.4], [0.1, 0.2, -0.1], [0.4, 0.1, 0.5], [0.0, -0.1, 0.0], [-0.1, -0.6, -0.2], [-0.2, 0.7, 0.7], [-0.1, 0.2, 0.1], [0.0, 0.1, 0.0], [0.0, 0.1, 0.0], [0.0, 0.0, 0.0], [0.0, 0.0, 0.0], [0.0, -0.1, 0.0], [-0.1, 0.0, 0.0], [-0.6, 1.9, -0.6], [-0.1, 0.6, 0.3], [0.0, -1.2, 1.0], [0.4, -0.2, -0.6], [0.5, -0.4, -0.6], [-0.1, 0.1, -0.1], [0.0, -0.1, 0.0], [0.0, 0.0, -0.1], [-0.1, 0.0, 0.0], [-0.1, 0.2, 0.1], [0.6, -0.8, 0.5], [-0.1, 0.0, -0.2], [-0.1, 0.0, 0.0], [0.2, 0.7, 0.3], [0.3, -0.3, 0.2], [0.0, -1.0, -0.2], [-0.1, 0.5, 0.3], [0.2, 0.8, 0.0], [-1.3, 0.4, -0.6], [-0.1, -0.7, 0.2], [-0.1, 0.0, -0.1], [0.1, 0.1, -0.1], [0.0, 0.0, 0.0], [-0.1, 0.2, -0.3], [0.4, -0.1, -0.1], [-0.1, 0.0, 0.1], [0.1, 0.1, 0.1], [0.2, -0.1, -0.1], [-0.3, 0.1, 0.1], [-0.1, 0.0, 0.2], [0.0, 0.0, 0.1], [0.0, 0.0, 0.0], [0.0, -0.1, 0.0], [-0.1, -0.1, 0.0], [-0.2, -0.1, 0.0], [0.1, 0.1, 0.0]]
}


# 2
{
  "formula": "C14H32BClN3O3S",
  "method": "the ωB97M-V functional and the def2-TZVPD basis",
  "gap_ev": 7.4,
  "e_lumo_ev": 2.75,
  "charge": -1,
  "species": ["C", "C", "Cl", "C", "B", "C", "C", "C", "C", "N", "C", "N", "N", "O", "C", "C", "S", "O", "H", "H", "H", "H", "H", "H", "H", "H", "H", "H", "H", "H", "H", "H", "H", "H", "H", "H", "H", "H", "H", "H", "C", "C", "O", "C", "C", "H", "H", "H", "H", "H", "H", "H", "H", "H", "H"],
  "coordinates": [[3.600736, -1.597052, 0.006193], [2.406170, -1.095226, -0.788731], [1.302855, -0.270782, 0.392877], [1.709055, -2.184991, -1.585198], [0.318582, -1.838436, -2.402374], [-0.952219, -2.744583, -1.908840], [-1.283301, -2.668444, -0.412588], [-2.752721, -2.941874, -0.084240], [-3.199398, -2.343933, 1.239090], [-2.552626, -3.013016, 2.396090], [-1.761857, -2.166608, 3.227960], [-0.504530, -2.209507, 3.319887], [-2.495584, -1.262952, 4.012981], [0.601880, -2.167749, -3.883116], [-0.208654, -1.285508, -4.586888], [-0.118696, 0.010104, -3.782197], [-1.598690, 1.044980, -4.101655], [-0.000653, -0.372471, -2.463867], [4.410295, -1.862807, -0.678713], [3.316522, -2.484508, 0.576481], [3.952116, -0.849355, 0.719294], [2.743377, -0.320828, -1.479741], [2.421298, -2.454872, -2.377873], [1.614660, -3.069874, -0.940126], [-0.702465, -3.778935, -2.184313], [-1.847032, -2.462961, -2.480949], [-0.662550, -3.386557, 0.132215], [-1.027564, -1.672441, -0.034208], [-3.379074, -2.537185, -0.885852], [-2.925391, -4.022831, -0.018106], [-4.284901, -2.435783, 1.347157], [-2.943658, -1.276887, 1.242995], [-3.274107, -3.409538, 2.986988], [-0.156814, -2.941681, 2.705722], [-3.214835, -0.783418, 3.484800], [-1.865604, -0.592310, 4.438381], [0.122825, -1.159869, -5.623537], [-1.265969, -1.608363, -4.613040], [0.755337, 0.601554, -4.087386], [-1.262613, 1.986714, -3.213147], [1.344440, 6.414232, 0.957159], [0.585264, 5.684741, 2.054341], [-0.121106, 4.545621, 1.613167], [0.668235, 3.512998, 1.028447], [1.727179, 2.939647, 1.949939], [0.668011, 6.704561, 0.152049], [1.808122, 7.314512, 1.364645], [2.136161, 5.797996, 0.530334], [-0.179688, 6.343097, 2.470094], [1.267344, 5.428588, 2.874562], [1.122798, 3.862937, 0.095098], [-0.043689, 2.734830, 0.757434], [2.477745, 3.680814, 2.234048], [2.233500, 2.117732, 1.445185], [1.271487, 2.548482, 2.861070]],
  "atomic_forces_ev_per_a": [[0.0, 0.0, 0.1], [0.2, -0.2, -0.4], [-0.1, 0.0, 0.1], [0.0, 0.1, 0.1], [0.2, -0.6, -0.5], [0.2, 0.0, 0.1], [-0.1, 0.1, -0.1], [0.1, -0.2, 0.1], [0.1, 0.0, 0.0], [-0.1, 0.0, 0.1], [-0.1, 0.1, -0.1], [0.1, -0.1, 0.0], [0.2, 0.2, 0.0], [-0.2, 0.2, 0.3], [-0.1, 0.0, -0.2], [0.2, 0.0, 0.1], [-0.1, 0.0, 0.0], [0.0, 0.2, 0.1], [0.0, 0.0, 0.0], [0.0, 0.0, 0.0], [0.1, 0.0, -0.1], [-0.2, 0.2, 0.2], [0.0, -0.1, 0.1], [-0.1, 0.0, 0.0], [-0.2, 0.0, 0.0], [0.1, 0.0, 0.0], [0.1, 0.2, 0.1], [0.0, 0.0, 0.0], [0.0, 0.0, 0.1], [-0.1, 0.0, -0.2], [0.0, 0.1, 0.0], [-0.1, 0.0, 0.0], [0.0, 0.0, 0.0], [0.0, 0.0, 0.0], [0.0, -0.1, 0.1], [-0.1, 0.0, 0.0], [0.1, 0.0, 0.0], [0.1, 0.0, 0.0], [-0.1, 0.0, -0.1], [0.0, 0.1, 0.0], [0.0, 0.0, 0.0], [0.0, 0.0, 0.0], [0.0, 0.0, 0.0], [0.0, -0.1, 0.0], [0.0, 0.1, 0.1], [0.0, 0.0, 0.0], [0.0, 0.0, 0.0], [0.0, 0.0, 0.0], [0.0, 0.0, 0.0], [0.0, 0.0, 0.0], [0.0, 0.0, 0.0], [0.0, 0.0, 0.0], [0.0, 0.0, 0.0], [0.0, 0.0, 0.0], [0.0, 0.0, 0.0]]
}


Number 1: HOMO level -9.835 eV. Number 2: HOMO level -4.659 eV.